[1]
Here is C51H40CuN3P4S2Se2 as an isolated structure at a distorted geometry from the Open Molecules 2025 dataset. Energies are from wB97M-V/def2-TZVPD.

E_HOMO: -0.0527 Ha
Kohn-Sham gap: 5.22 eV
Net charge: -2
Molar mass: 1104.40 g mol⁻¹
Maximum force: 1.09 eV/A

Last column: Mulliken charge in e.
CARTESIAN COORDINATES (ANGSTROEM)
C (2.659, -0.420, 2.702)  0.0205
C (-7.643, -1.467, -0.281)  -0.6790
H (4.361, 2.684, -1.568)  0.3201
H (-2.327, -0.625, -2.110)  0.6641
C (4.840, 1.544, 1.304)  -0.4647
H (6.822, 4.202, 1.984)  0.3462
H (2.982, -3.787, 2.784)  0.3749
C (2.089, 0.299, 0.049)  -0.6416
P (-5.294, -2.631, 0.705)  0.6043
H (-5.182, -7.860, -1.546)  0.3476
H (-6.279, -1.031, -3.860)  0.3921
C (-4.673, 1.804, -2.311)  -0.2124
H (-3.808, -6.059, -2.558)  0.4070
H (0.905, 5.880, -0.101)  0.3953
H (3.786, -0.874, -1.325)  0.3770
H (5.584, -0.595, -5.222)  0.3414
C (-6.270, 1.259, 0.532)  0.3957
C (3.105, 1.250, -3.842)  -0.2870
C (-5.862, -1.686, -1.874)  0.1794
C (-3.618, -1.997, 0.564)  1.0441
H (4.878, 0.552, 0.867)  0.2146
H (3.844, -0.911, 5.839)  0.3514
C (-3.046, 0.057, -2.541)  -0.7422
H (-8.319, 1.695, 0.972)  0.3861
C (-5.184, -6.867, -1.115)  -0.4752
H (-6.522, -7.383, 0.480)  0.3797
C (-5.015, 0.971, 1.046)  0.2719
H (-3.860, 0.693, 2.835)  0.4431
H (-4.845, -1.953, -2.113)  0.1442
C (3.467, -2.471, 4.410)  -0.3447
H (-8.607, -0.366, -3.333)  0.3872
C (-4.418, -5.857, -1.688)  -0.8648
C (-4.840, 0.911, 2.426)  -0.6524
H (-6.434, 1.285, -0.535)  0.1421
H (0.289, 3.538, -0.595)  0.1262
N (-1.510, -2.430, 0.564)  -0.8508
H (3.774, -3.269, 5.075)  0.3441
C (-4.408, -4.595, -1.130)  0.0233
H (3.245, 6.636, -0.382)  0.3504
Se (-6.206, -2.629, 2.615)  -0.4852
C (3.945, 4.707, -1.010)  -0.7242
H (-7.999, -1.584, 0.734)  0.2428
H (5.428, -1.706, -3.015)  0.3858
C (-7.341, 1.486, 1.387)  -0.7681
C (3.565, 3.317, 2.277)  -0.2582
C (4.026, 0.820, -4.779)  -0.6448
P (2.107, 0.951, 1.604)  1.8542
H (2.605, 3.688, 2.616)  0.3211
H (2.429, 2.063, -4.080)  0.3636
C (-5.932, -6.602, 0.018)  -0.5390
C (2.975, 5.609, -0.598)  -0.4369
C (1.312, 3.875, -0.713)  -0.1630
H (-6.500, -5.111, 1.469)  0.2287
C (3.616, 2.036, 1.751)  -0.0471
C (-8.456, -0.937, -1.271)  -0.6675
C (-2.920, -0.793, 0.417)  -0.8995
C (-5.170, -4.321, 0.005)  0.6454
H (-5.751, 1.094, 4.344)  0.3860
C (2.280, 2.966, -1.131)  -0.0216
H (-7.989, 1.621, 3.425)  0.3628
Cu (0.225, -0.407, 0.167)  -1.1482
C (-5.902, 1.150, 3.275)  -0.6615
C (3.026, -2.761, 3.128)  -0.7125
H (4.648, 5.105, 2.748)  0.3950
S (0.597, 1.906, 2.508)  -0.4630
C (5.988, 2.309, 1.393)  -0.5494
C (-3.830, 0.865, -1.723)  0.7430
C (5.927, 3.596, 1.922)  -0.4313
H (4.976, 5.020, -1.110)  0.3576
H (4.086, 1.312, -5.742)  0.3625
C (4.780, -0.871, -3.252)  -0.7201
C (1.662, 5.186, -0.441)  -0.6187
C (3.022, 0.637, -2.596)  -0.3718
H (6.932, 1.908, 1.042)  0.3864
C (-3.137, 0.161, -3.922)  -0.7387
Se (-2.311, 2.573, 0.532)  -0.2623
C (3.504, -1.148, 4.839)  -0.6443
H (-4.084, 1.145, -5.575)  0.3863
C (3.866, -0.422, -2.308)  -0.1843
H (3.097, 0.893, 4.335)  0.3300
N (-2.684, -2.975, 0.654)  -0.3379
P (1.791, 1.208, -1.346)  1.7587
C (-4.789, 1.883, -3.686)  -0.8434
C (2.633, -1.738, 2.276)  -0.0672
H (2.302, -1.952, 1.264)  0.2079
H (-5.460, 2.610, -4.125)  0.4160
C (4.711, 4.097, 2.354)  -0.5140
C (-5.925, -5.331, 0.576)  -0.7005
C (-4.019, 1.060, -4.497)  -0.7145
C (3.596, 3.391, -1.266)  -0.2020
C (4.867, -0.250, -4.487)  -0.3628
H (-9.468, -0.641, -1.027)  0.3919
S (-0.001, 1.200, -2.276)  -0.5302
H (-5.215, 2.510, -1.693)  0.5781
C (3.094, -0.135, 3.991)  -0.4165
C (-7.973, -0.785, -2.563)  -0.5846
C (-7.156, 1.442, 2.759)  -0.5528
C (-6.673, -1.163, -2.864)  -0.7826
H (-2.489, -0.447, -4.538)  0.5265
C (-6.337, -1.838, -0.575)  1.0057
H (-3.770, -3.834, -1.552)  0.2477
P (-3.484, 0.893, 0.069)  0.5192
N (-1.629, -1.109, 0.413)  0.8079

[2]
Here is the molecule C6H11NOS from the Open Molecules 2025 dataset. Energies are from wB97M-V/def2-TZVPD.

E_HOMO: -0.3273 Ha
SMILES: C/C=C(/C(N)=O)[C@H](C)S
Kohn-Sham gap: 9.64 eV
Molar mass: 145.23 g mol⁻¹
Maximum force: 0.64 eV/A

Last column: Mulliken charge in e.
CARTESIAN COORDINATES (ANGSTROEM)
N (1.623, -0.363, 2.124)  -0.3983
C (-2.085, -1.454, 0.167)  -1.3567
H (1.605, 1.829, -0.987)  0.3602
H (-1.184, 1.877, -2.510)  0.1204
C (0.002, -0.051, 0.386)  0.1334
H (-2.925, -0.760, 0.211)  0.3108
H (-0.356, -0.411, -1.680)  0.3098
H (1.405, -1.342, 2.097)  0.2035
H (2.088, 0.184, -1.423)  0.3391
H (1.246, 1.199, -2.602)  0.4790
C (1.034, 0.538, 1.297)  0.3013
H (-1.862, -1.634, -0.882)  0.3173
H (2.299, -0.030, 2.791)  0.2325
S (-1.328, 1.717, -1.194)  -0.1867
C (1.316, 0.943, -1.546)  -1.5701
H (-2.393, -2.388, 0.631)  0.3872
O (1.329, 1.712, 1.319)  -0.5964
C (-0.921, -0.871, 0.894)  -0.2891
C (-0.014, 0.411, -1.043)  0.4413
H (-0.878, -1.108, 1.950)  0.4617

[3]
Here is the molecule C4H8O2 at a distorted geometry from the Open Molecules 2025 dataset. Energies are from wB97M-V/def2-TZVPD.

E_HOMO: -0.3261 Ha
SMILES: O[C@H]1CCOC1
Kohn-Sham gap: 9.77 eV
Molar mass: 88.11 g mol⁻¹
Maximum force: 3.88 eV/A

Last column: Mulliken charge in e.
CARTESIAN COORDINATES (ANGSTROEM)
H (2.008, -0.030, 0.688)  0.2944
H (-1.732, -0.392, 1.560)  0.4187
H (-1.239, 1.660, -0.274)  0.2687
O (0.176, 0.429, 1.542)  -0.4080
C (1.124, 0.585, 0.504)  -0.4173
C (-0.901, -0.274, 0.873)  -0.4650
C (-1.063, 0.561, -0.399)  -0.5613
O (0.270, -1.518, -0.995)  -0.6376
H (-1.801, 0.173, -1.098)  0.3105
H (0.814, 0.374, -1.727)  0.4016
H (1.455, 1.641, 0.441)  0.3168
H (1.006, -2.070, -0.648)  0.3121
C (0.378, 0.143, -0.774)  -0.2025
H (-0.495, -1.281, 0.307)  0.3688

[4]
Here is C4H10N2O as an isolated structure at a distorted geometry from the Open Molecules 2025 dataset. Energies are from wB97M-V/def2-TZVPD.

E_HOMO: -0.2938 Ha
Kohn-Sham gap: 9.02 eV
Molar mass: 102.14 g mol⁻¹
Maximum force: 2.11 eV/A

Last column: Mulliken charge in e.
CARTESIAN COORDINATES (ANGSTROEM)
N (-1.642, -0.334, -0.658)  -0.5516
C (0.776, -0.475, 0.787)  0.0391
C (-1.036, -0.910, -1.743)  -0.7587
H (-2.388, 0.643, 1.305)  0.3642
H (2.048, 1.224, 0.421)  0.3591
H (0.836, 1.459, 1.699)  0.3016
H (2.256, 0.467, 2.009)  0.3207
C (1.521, 0.741, 1.246)  -1.0709
H (0.089, -0.922, 1.499)  0.3841
H (0.143, -1.329, -1.131)  0.3058
H (-1.605, -1.727, -2.176)  0.3057
H (1.898, -0.838, -0.761)  0.2861
O (-1.739, 1.284, 0.979)  -0.4828
H (-0.507, 1.452, -0.627)  0.5583
H (-0.609, -0.237, -2.495)  0.2770
C (-1.168, 0.739, -0.130)  -0.0600
N (1.127, -1.235, -0.224)  -0.5778